Density functional theory data (the ωB97M-V functional and the def2-TZVPD basis) for a molecular structure, C30H46BrN3P2Sn in a non-equilibrium geometry.

Last column: Löwdin charge in e.
Atoms and positions in Å:
1 N -2.30 3.68 3.40  0.126
2 C -3.13 2.63 3.25  -0.068
3 C -2.89 1.39 3.84  0.053
4 C -1.70 1.20 4.61  -0.166
5 C -0.88 2.34 4.80  0.041
6 C -1.23 3.55 4.19  -0.075
7 C -1.25 -0.11 4.99  0.126
8 Sn 1.22 -1.04 0.19  1.287
9 P 1.35 -2.04 -2.63  1.000
10 C 0.11 -0.39 5.03  0.072
11 C 0.72 -1.32 4.13  -0.150
12 C 2.10 -1.17 3.78  0.038
13 C 2.60 -1.82 2.68  -0.109
14 C 1.69 -2.57 1.86  -0.746
15 C 0.40 -2.93 2.35  -0.112
16 C -0.08 -2.30 3.47  0.032
17 Br 2.49 -3.84 0.40  0.912
18 H -2.00 -0.91 5.04  0.160
19 H 0.76 0.20 5.68  0.159
20 H -3.56 0.55 3.65  0.135
21 H 0.04 2.28 5.37  0.130
22 H -4.01 2.78 2.60  0.141
23 H -0.59 4.44 4.31  0.144
24 H 2.73 -0.55 4.43  0.161
25 H -1.04 -2.55 3.91  0.147
26 H 3.65 -1.75 2.39  0.143
27 H -0.18 -3.69 1.84  0.131
28 P 1.19 1.87 -0.74  0.901
29 C 0.38 -3.60 -2.30  -0.404
30 C 1.08 -4.92 -2.55  -0.130
31 H -0.57 -3.54 -2.87  0.108
32 H 0.09 -3.53 -1.24  0.020
33 H 0.37 -5.75 -2.42  0.109
34 H 1.47 -5.00 -3.57  0.073
35 H 1.88 -5.08 -1.83  0.019
36 C 3.18 -2.20 -2.32  -0.467
37 C 4.00 -3.12 -3.21  -0.107
38 H 3.33 -2.56 -1.28  -0.067
39 H 3.57 -1.17 -2.34  0.081
40 H 4.96 -3.32 -2.71  0.104
41 H 3.52 -4.09 -3.34  0.067
42 H 4.23 -2.68 -4.20  0.099
43 C 1.28 -1.64 -4.42  -0.355
44 C 1.22 -2.88 -5.31  -0.102
45 H 2.13 -1.01 -4.68  0.103
46 H 0.38 -1.02 -4.54  0.083
47 H 1.24 -2.61 -6.37  0.113
48 H 2.08 -3.53 -5.14  0.068
49 H 0.31 -3.46 -5.13  0.086
50 C 0.71 2.87 -2.22  -0.364
51 C 0.77 2.10 -3.53  -0.129
52 H 1.40 3.73 -2.22  0.117
53 H -0.31 3.25 -2.04  0.079
54 H 0.44 2.75 -4.35  0.102
55 H 1.79 1.77 -3.77  0.075
56 H 0.12 1.23 -3.52  0.054
57 C 3.02 2.03 -0.87  -0.402
58 C 3.78 1.57 0.37  -0.138
59 H 3.18 3.11 -1.07  0.109
60 H 3.32 1.46 -1.77  0.083
61 H 4.85 1.58 0.15  0.103
62 H 3.61 2.25 1.22  0.087
63 H 3.51 0.55 0.68  0.008
64 C 0.83 3.05 0.62  -0.376
65 C -0.57 3.65 0.61  -0.135
66 H 1.61 3.84 0.57  0.111
67 H 0.99 2.48 1.56  0.072
68 H -0.71 4.29 1.49  0.069
69 H -0.76 4.26 -0.28  0.083
70 H -1.33 2.87 0.68  0.057
71 N -5.58 -0.18 -1.13  0.184
72 C -4.24 -0.30 -0.90  -0.280
73 C -3.35 0.75 -1.25  0.022
74 C -2.00 0.58 -1.00  -0.162
75 N -1.45 -0.53 -0.44  -0.073
76 C -2.32 -1.51 -0.09  -0.165
77 C -3.68 -1.46 -0.32  0.011
78 H -5.97 0.65 -1.54  0.138
79 H -6.22 -0.92 -0.89  0.130
80 H -3.71 1.66 -1.73  0.136
81 H -1.29 1.38 -1.27  0.057
82 H -1.87 -2.39 0.39  0.092
83 H -4.31 -2.31 -0.06  0.132

Results
* energy relative to the best compared isomer or geometry (same formula, charge and spin): 164.99 kJ/mol
* net charge: +4
* LUMO level (spin up / spin down): -14.32 / -14.65 eV
* frontier orbital gap (spin up / spin down): 4.33 / 3.96 eV

---

Density functional theory data (the ωB97M-V functional and the def2-TZVPD basis) for a molecular structure, C30H46Cl2N3O6SbSi3V.

Last column: Löwdin charge in e.
Atoms and positions in Å:
1 V -0.36 -0.46 -1.12  0.877
2 C 2.29 -0.25 -4.49  0.008
3 C 1.13 0.16 -3.63  -0.434
4 O 1.19 -0.20 -2.41  -0.189
5 C 0.08 0.89 -4.17  -0.016
6 C -0.90 1.51 -3.37  -0.293
7 C -1.76 2.59 -3.96  -0.016
8 N -1.03 1.20 -2.09  -0.042
9 N -1.83 2.07 -1.36  0.113
10 C -1.68 1.77 -0.11  -0.436
11 O -0.86 0.84 0.27  -0.259
12 C -2.49 2.46 0.91  -0.151
13 C -3.10 3.68 0.64  -0.023
14 C -3.88 4.30 1.61  -0.078
15 C -4.06 3.70 2.84  -0.085
16 C -3.46 2.48 3.12  -0.069
17 C -2.67 1.86 2.16  -0.036
18 H 3.20 0.26 -4.15  0.080
19 H 2.46 -1.32 -4.39  0.091
20 H 2.13 0.01 -5.54  0.082
21 H 0.12 1.16 -5.21  0.108
22 H -1.62 2.64 -5.04  0.078
23 H -2.80 2.39 -3.72  0.083
24 H -1.51 3.55 -3.51  0.088
25 H -2.95 4.14 -0.33  0.110
26 H -4.34 5.25 1.39  0.102
27 H -4.67 4.18 3.60  0.101
28 H -3.60 2.00 4.08  0.105
29 H -2.20 0.91 2.35  0.101
30 Cl -6.94 -3.40 1.88  0.650
31 C -5.46 -2.83 1.16  -0.672
32 C -4.26 -3.50 1.42  -0.120
33 C -3.09 -3.03 0.88  -0.545
34 Cl -1.62 -3.90 1.18  0.799
35 C -3.02 -1.86 0.07  -0.357
36 O -1.89 -1.36 -0.26  -0.177
37 C -4.28 -1.29 -0.27  -0.108
38 C -4.44 -0.29 -1.32  -0.184
39 O -3.69 -0.12 -2.27  0.024
40 C -5.46 -1.74 0.32  -0.070
41 H -4.26 -4.38 2.04  0.107
42 H -5.36 0.31 -1.26  0.131
43 H -6.39 -1.25 0.07  0.114
44 N -1.21 -1.57 -2.72  0.004
45 C -1.03 -3.01 -2.54  -0.090
46 C 0.20 -3.26 -1.67  -0.644
47 O 0.78 -4.32 -1.69  0.066
48 O 0.53 -2.25 -0.92  -0.276
49 H -2.20 -1.28 -2.69  0.078
50 H -0.84 -1.25 -3.61  0.097
51 H -0.93 -3.54 -3.48  0.130
52 H -1.89 -3.42 -2.00  0.125
53 C 3.86 -2.28 -1.58  -0.193
54 Si 4.04 -0.80 -0.47  0.360
55 C 5.27 -1.14 0.90  -0.222
56 C 4.55 0.73 -1.42  -0.219
57 Sb 1.80 -0.19 0.60  1.166
58 Si 1.37 -1.66 2.64  0.349
59 C -0.37 -1.27 3.18  -0.216
60 C 2.60 -1.19 3.98  -0.218
61 C 1.64 -3.42 2.10  -0.224
62 Si 2.06 2.20 1.45  0.347
63 C 3.78 2.46 2.15  -0.218
64 C 0.80 2.54 2.79  -0.196
65 C 1.77 3.32 -0.03  -0.201
66 H 4.54 -2.19 -2.43  0.035
67 H 2.85 -2.40 -1.95  0.002
68 H 4.11 -3.20 -1.04  0.040
69 H 6.25 -1.35 0.48  0.035
70 H 4.97 -2.02 1.48  0.019
71 H 5.36 -0.30 1.59  0.018
72 H 5.39 0.50 -2.09  0.036
73 H 4.88 1.53 -0.75  0.015
74 H 3.73 1.11 -2.02  0.008
75 H -0.42 -0.30 3.67  0.023
76 H -0.73 -2.03 3.88  0.040
77 H -1.04 -1.26 2.32  -0.001
78 H 2.49 -0.14 4.26  0.015
79 H 3.63 -1.35 3.64  0.018
80 H 2.44 -1.80 4.87  0.035
81 H 1.19 -3.61 1.13  -0.010
82 H 1.20 -4.11 2.83  0.034
83 H 2.71 -3.64 2.03  0.030
84 H 3.98 1.78 2.98  0.022
85 H 3.88 3.48 2.52  0.034
86 H 4.56 2.30 1.40  0.009
87 H 0.92 1.85 3.63  0.021
88 H -0.21 2.44 2.41  0.005
89 H 0.93 3.56 3.17  0.041
90 H 2.52 3.14 -0.79  0.022
91 H 1.82 4.37 0.27  0.037
92 H 0.79 3.13 -0.47  0.016

Results
* ⟨S²⟩: 0.8820
* energy relative to the best compared isomer or geometry (same formula, charge and spin): 7.26 kJ/mol
* 2S+1: 2
* LUMO level (spin up / spin down): -1.24 / -0.08 eV
* frontier orbital gap (spin up / spin down): 6.53 / 7.69 eV

---

Density functional theory data (the ωB97M-V functional and the def2-TZVPD basis) for a molecular structure, C30H46FN3O2SbSi3Tl in a non-equilibrium geometry.

Last column: Löwdin charge in e.
Atoms and positions in Å:
1 Tl -0.28 1.02 0.26  0.723
2 C -0.07 -3.30 -3.72  -0.311
3 Sb 0.56 -1.63 -2.44  1.395
4 C -1.19 -1.54 -1.18  -0.566
5 C -1.57 -2.77 -0.55  -0.462
6 C -1.16 -3.08 0.77  -0.051
7 C -1.65 -4.20 1.39  -0.094
8 C -2.54 -5.03 0.71  -0.115
9 C -2.90 -4.65 -0.57  -0.192
10 N -2.45 -3.58 -1.19  0.077
11 Si -2.53 -0.94 -2.35  0.393
12 C -3.34 -1.86 -3.86  -0.211
13 C -4.03 -0.50 -1.26  -0.171
14 C -1.89 0.68 -3.16  -0.230
15 C 2.65 -2.79 -1.93  -0.511
16 C 2.93 -2.24 -0.58  -0.475
17 C 4.21 -2.16 -0.04  -0.075
18 C 4.37 -1.70 1.25  -0.076
19 C 3.25 -1.34 1.99  -0.054
20 C 2.02 -1.44 1.36  -0.149
21 N 1.87 -1.87 0.12  0.069
22 Si 3.82 -2.07 -3.24  0.466
23 C 3.98 -0.19 -2.95  -0.184
24 C 3.19 -2.27 -5.04  -0.193
25 C 5.64 -2.73 -3.35  -0.187
26 Si 2.54 -4.67 -1.74  0.512
27 C 1.05 -5.24 -0.71  -0.157
28 C 2.61 -5.66 -3.38  -0.178
29 C 4.07 -5.34 -0.77  -0.179
30 H -0.95 -2.98 -4.27  -0.032
31 H -0.34 -4.16 -3.12  -0.019
32 H 0.71 -3.57 -4.42  -0.037
33 H -0.53 -2.37 1.28  0.082
34 H -1.37 -4.43 2.42  0.100
35 H -2.95 -5.92 1.16  0.076
36 H -3.61 -5.25 -1.15  0.091
37 H -3.47 -2.91 -3.63  -0.003
38 H -2.75 -1.78 -4.77  -0.005
39 H -4.33 -1.45 -4.07  0.006
40 H -4.56 -1.39 -0.94  0.015
41 H -4.73 0.15 -1.78  0.021
42 H -3.69 0.03 -0.37  -0.005
43 H -1.36 0.47 -4.09  0.002
44 H -1.20 1.18 -2.49  -0.042
45 H -2.70 1.36 -3.37  0.018
46 H 5.07 -2.46 -0.63  0.090
47 H 5.36 -1.63 1.69  0.098
48 H 3.33 -0.99 3.01  0.100
49 H 1.12 -1.16 1.89  0.065
50 H 3.02 0.30 -3.09  -0.001
51 H 4.71 0.29 -3.60  0.018
52 H 4.29 0.01 -1.92  0.019
53 H 2.21 -1.81 -5.15  0.002
54 H 3.10 -3.31 -5.32  0.010
55 H 3.86 -1.79 -5.75  0.018
56 H 6.27 -2.26 -2.60  0.010
57 H 6.07 -2.51 -4.32  0.014
58 H 5.68 -3.80 -3.20  0.001
59 H 0.12 -5.13 -1.24  0.009
60 H 0.97 -4.63 0.19  0.019
61 H 1.14 -6.28 -0.40  0.028
62 H 1.79 -5.39 -4.04  -0.002
63 H 2.52 -6.73 -3.19  0.019
64 H 3.54 -5.49 -3.92  0.011
65 H 4.11 -4.87 0.21  0.016
66 H 5.01 -5.12 -1.28  0.006
67 H 4.02 -6.41 -0.62  0.017
68 N 0.01 2.77 2.48  -0.072
69 C 0.48 2.05 3.65  -0.214
70 C -0.15 0.61 3.74  -0.734
71 O -0.10 0.08 4.85  -0.051
72 O -0.60 0.12 2.69  -0.180
73 H 0.33 3.74 2.49  0.066
74 H -1.01 2.77 2.45  0.043
75 H 0.27 2.57 4.60  0.095
76 H 1.56 1.93 3.57  0.100
77 F -5.97 4.81 -0.22  -0.025
78 C -4.83 4.02 -0.09  -0.298
79 C -3.78 4.21 -0.96  -0.065
80 C -2.65 3.41 -0.81  -0.177
81 C -2.51 2.41 0.17  -0.258
82 C -3.63 2.29 1.00  -0.177
83 C -4.78 3.07 0.90  -0.059
84 H -3.85 4.97 -1.73  0.097
85 H -1.83 3.59 -1.50  0.074
86 H -3.62 1.54 1.79  0.087
87 H -5.62 2.94 1.57  0.099

Results
* net charge: -2
* LUMO level: 4.20 eV
* frontier orbital gap: 5.26 eV

---

Density functional theory data (the ωB97M-V functional and the def2-TZVPD basis) for a molecular structure, C30H46MoO2P2 in a non-equilibrium geometry.

Last column: Löwdin charge in e.
Atoms and positions in Å:
1 Mo -1.10 0.25 0.31  1.312
2 C -2.46 1.99 0.33  -0.306
3 C -3.13 0.83 0.88  -0.306
4 C -1.31 1.35 2.26  -0.261
5 C -1.34 2.31 1.18  -0.262
6 C -2.41 0.43 2.08  -0.290
7 C -2.88 2.82 -0.84  -0.011
8 H -3.41 2.21 -1.58  0.082
9 H -2.01 3.28 -1.32  0.094
10 H -3.55 3.63 -0.53  0.122
11 C -0.50 3.53 1.09  0.018
12 H -0.98 4.29 0.45  0.098
13 H 0.50 3.29 0.69  0.076
14 H -0.34 3.98 2.08  0.109
15 C -0.45 1.43 3.46  0.019
16 H -0.23 2.47 3.74  0.108
17 H 0.52 0.95 3.26  0.075
18 H -0.91 0.95 4.33  0.105
19 C -2.76 -0.68 3.01  -0.001
20 H -3.41 -0.33 3.82  0.123
21 H -1.87 -1.10 3.47  0.094
22 H -3.30 -1.47 2.48  0.082
23 C -4.32 0.14 0.31  0.001
24 H -5.23 0.52 0.78  0.123
25 H -4.26 -0.94 0.49  0.087
26 H -4.38 0.31 -0.77  0.088
27 C 0.98 -1.98 -3.87  -0.145
28 C -0.26 -1.86 -4.38  -0.145
29 C -1.21 -3.00 -4.60  -0.164
30 C -1.10 -4.20 -3.62  -0.164
31 C -0.73 -3.89 -2.20  -0.106
32 C 0.54 -3.99 -1.75  -0.166
33 C 1.76 -4.11 -2.61  -0.161
34 C 1.76 -3.25 -3.91  -0.149
35 H -1.09 -3.41 -5.61  0.134
36 H -0.41 -4.94 -4.05  0.121
37 H -2.23 -2.58 -4.56  0.117
38 H 1.39 -3.88 -4.73  0.122
39 H 1.54 -1.09 -3.55  0.078
40 H -0.57 -0.93 -4.86  0.122
41 H 2.81 -3.02 -4.12  0.130
42 H 2.62 -3.81 -1.98  0.113
43 H 0.81 -4.06 -0.69  0.082
44 H 1.94 -5.15 -2.90  0.136
45 H -2.10 -4.66 -3.61  0.125
46 H -1.58 -3.76 -1.52  0.096
47 P 0.46 0.54 -1.48  0.866
48 C 1.74 1.40 -2.35  -0.195
49 C -1.09 0.38 -2.45  -0.208
50 P 0.33 -1.68 0.66  0.812
51 C 0.95 -1.22 -1.07  -0.443
52 C -0.89 -3.02 0.88  -0.237
53 C 1.79 -2.03 1.61  -0.219
54 H 2.40 1.84 -1.58  0.052
55 H 1.30 2.21 -2.94  0.081
56 H 2.30 0.72 -2.99  0.066
57 H -1.08 -0.57 -3.00  0.013
58 H -1.14 1.21 -3.16  0.093
59 H -2.02 0.39 -1.83  0.032
60 H 2.45 -2.74 1.09  0.073
61 H 1.48 -2.45 2.58  0.073
62 H 2.31 -1.06 1.80  0.031
63 H 2.03 -1.38 -1.18  0.098
64 H 0.43 -1.83 -1.81  -0.009
65 H -0.88 -3.29 1.95  0.077
66 H -0.69 -3.92 0.29  0.027
67 H -1.90 -2.64 0.63  0.035
68 O 2.45 2.16 0.63  -0.064
69 C 2.50 1.84 1.85  -0.611
70 O 2.26 0.70 2.37  -0.107
71 C 2.85 2.93 2.84  -0.151
72 C 3.03 4.26 2.41  -0.038
73 C 3.08 5.31 3.33  -0.074
74 C 3.02 5.02 4.71  -0.074
75 C 3.00 3.69 5.15  -0.071
76 C 2.94 2.65 4.22  -0.038
77 H 3.11 4.45 1.33  0.113
78 H 3.16 6.34 2.97  0.110
79 H 3.03 5.84 5.43  0.108
80 H 3.02 3.46 6.22  0.107
81 H 2.93 1.61 4.54  0.114

Results
* ⟨S²⟩: 2.1036
* 2S+1: 3
* net charge: +2
* LUMO level (spin up / spin down): -9.30 / -8.44 eV
* frontier orbital gap (spin up / spin down): 3.48 / 4.34 eV

---

Density functional theory data (the ωB97M-V functional and the def2-TZVPD basis) for a molecular structure, C30H47BO2P2Rh in a non-equilibrium geometry.

Last column: Löwdin charge in e.
Atoms and positions in Å:
1 Rh 0.11 -0.58 0.62  0.684
2 C -0.33 -2.22 1.93  -0.321
3 C 1.08 -2.40 1.54  -0.287
4 C 1.02 -1.02 3.41  -0.201
5 C -0.33 -1.35 3.11  -0.221
6 C 1.88 -1.67 2.49  -0.219
7 C -1.47 -3.08 1.52  -0.020
8 H -1.23 -3.68 0.64  0.072
9 H -2.36 -2.48 1.31  0.080
10 H -1.75 -3.79 2.32  0.108
11 C -1.52 -1.11 3.96  -0.007
12 H -2.44 -1.06 3.37  0.093
13 H -1.43 -0.17 4.53  0.092
14 H -1.66 -1.93 4.70  0.110
15 C 1.48 -0.20 4.55  -0.006
16 H 1.84 -0.83 5.38  0.105
17 H 0.69 0.44 4.95  0.083
18 H 2.32 0.47 4.28  0.089
19 C 3.36 -1.75 2.62  -0.028
20 H 3.63 -2.31 3.53  0.103
21 H 3.84 -0.76 2.70  0.070
22 H 3.82 -2.27 1.77  0.078
23 C 1.60 -3.50 0.66  -0.042
24 H 1.98 -4.34 1.28  0.106
25 H 2.44 -3.16 0.05  0.078
26 H 0.83 -3.91 0.01  0.067
27 C -1.62 0.46 -4.19  -0.148
28 C -1.64 -0.89 -4.24  -0.158
29 C -0.83 -1.72 -5.18  -0.174
30 C 0.66 -1.26 -5.31  -0.169
31 C 1.27 -0.71 -4.05  -0.125
32 C 1.39 0.62 -3.85  -0.148
33 C 0.68 1.67 -4.66  -0.168
34 C -0.79 1.32 -5.11  -0.163
35 H -1.26 -1.70 -6.19  0.127
36 H 0.72 -0.51 -6.12  0.107
37 H -0.86 -2.77 -4.85  0.114
38 H -0.75 0.89 -6.13  0.112
39 H -2.37 0.97 -3.59  0.100
40 H -2.39 -1.44 -3.67  0.105
41 H -1.32 2.28 -5.23  0.120
42 H 0.66 2.62 -4.10  0.110
43 H 2.14 1.01 -3.16  0.074
44 H 1.25 1.87 -5.58  0.127
45 H 1.24 -2.12 -5.67  0.122
46 H 1.78 -1.43 -3.39  0.101
47 P -1.21 -0.21 -1.06  0.794
48 P 1.78 0.87 0.02  0.812
49 C -0.46 1.37 -1.65  -0.348
50 C 0.79 2.01 -1.00  -0.332
51 H -1.27 2.10 -1.75  0.110
52 H -0.19 1.09 -2.66  -0.001
53 H 1.46 2.43 -1.76  0.081
54 H 0.48 2.84 -0.36  0.096
55 C 2.68 1.81 1.26  -0.207
56 H 3.35 1.16 1.83  0.039
57 H 1.96 2.26 1.96  0.040
58 H 3.26 2.60 0.77  0.064
59 C 2.99 -0.09 -0.94  -0.227
60 H 3.45 0.53 -1.72  0.045
61 H 2.51 -0.97 -1.40  0.022
62 H 3.77 -0.46 -0.26  0.051
63 C -2.98 -0.16 -0.86  -0.210
64 H -3.37 -1.16 -0.60  0.062
65 H -3.46 0.18 -1.79  0.049
66 H -3.21 0.52 -0.04  0.045
67 C -0.60 -1.80 -1.72  -0.231
68 H 0.20 -2.23 -1.08  0.010
69 H -0.17 -1.66 -2.71  -0.001
70 H -1.43 -2.52 -1.79  0.070
71 O -2.15 1.30 1.82  0.071
72 B -0.75 1.01 1.66  -0.544
73 O -0.06 1.99 2.48  0.048
74 C -1.00 2.75 3.11  -0.228
75 C -0.80 3.68 4.11  0.006
76 C -1.94 4.11 4.79  -0.080
77 C -3.22 3.68 4.41  -0.080
78 C -3.41 2.80 3.34  0.007
79 C -2.27 2.33 2.72  -0.225
80 H 0.21 4.02 4.33  0.123
81 H -1.82 4.81 5.61  0.106
82 H -4.10 4.05 4.95  0.108
83 H -4.38 2.47 2.99  0.124

Results
* ⟨S²⟩: 6.0147
* energy relative to the best compared isomer or geometry (same formula, charge and spin): 0.00 kJ/mol
* 2S+1: 5
* net charge: +1
* LUMO level (spin up / spin down): -1.73 / -4.66 eV
* frontier orbital gap (spin up / spin down): 5.75 / 5.87 eV